This record from OMol25 describes 3 unconnected molecules or ions with the total composition C3H12O4 at a distorted geometry. The level of theory is ωB97M-V/def2-TZVPD.

```
! RIJCOSX wB97M-V def2-TZVPD def2/J DEFGRID3
* xyz 0 1
C 1.370 -0.955 -0.815
O 2.033 -2.084 -1.330
C 0.612 -0.051 -1.829
C 1.271 1.335 -1.812
O 1.040 2.079 -3.013
H 0.552 -1.228 -0.115
H 1.981 -0.309 -0.234
H 2.232 -2.729 -0.646
H 0.522 -0.479 -2.838
H -0.491 0.022 -1.734
H 1.040 2.018 -1.033
H 2.379 1.382 -1.591
H 0.138 1.872 -3.276
H -1.819 -0.397 2.308
H -1.336 0.551 3.431
O -1.050 0.028 2.676
H -3.631 -0.364 4.785
H -3.666 -0.359 3.124
O -3.176 -0.331 3.942
*
```

The maximum force comes out at 3.14 eV/Å. Its relative energy (zero: lowest compared OMol25 entry of this formula, charge and spin) is 205.7 kJ/mol. The electronic energy is -422.38312 Ha. Its structure (SMILES) is OCCCO.O.O.